1.
{"formula": "C26H61Br2F2N5O14S2", "method": "ωB97M-V with the def2-TZVPD basis set", "species": ["C", "C", "C", "C", "C", "C", "N", "O", "C", "C", "C", "H", "H", "H", "H", "H", "H", "H", "H", "H", "H", "H", "H", "H", "H", "H", "H", "H", "H", "N", "S", "O", "O", "F", "S", "O", "O", "F", "C", "N", "O", "O", "H", "H", "H", "C", "N", "O", "O", "H", "H", "H", "C", "N", "O", "O", "H", "H", "H", "Br", "C", "C", "Br", "H", "H", "H", "H", "C", "C", "O", "C", "C", "H", "H", "H", "H", "H", "H", "H", "H", "H", "H", "C", "C", "O", "C", "C", "H", "H", "H", "H", "H", "H", "H", "H", "H", "H", "C", "C", "O", "C", "C", "H", "H", "H", "H", "H", "H", "H", "H", "H", "H"], "xyz": [[5.285, -1.822, 0.145], [3.779, -1.802, 0.461], [3.668, -2.243, 1.995], [3.961, -1.125, 2.993], [3.183, 0.179, 2.733], [3.512, 0.718, 1.351], [3.226, -0.338, 0.331], [3.409, 0.155, -0.965], [4.950, 1.410, 1.320], [2.516, 1.939, 1.158], [2.938, -2.746, -0.458], [5.576, -1.613, -0.884], [5.693, -2.824, 0.273], [5.865, -1.338, 0.931], [4.380, -3.012, 2.296], [2.668, -2.634, 2.184], [5.035, -0.939, 3.013], [3.731, -1.461, 4.004], [3.419, 0.932, 3.486], [2.112, 0.034, 2.873], [5.066, 2.137, 2.124], [5.233, 1.878, 0.377], [5.765, 0.739, 1.592], [2.743, 2.664, 1.939], [1.482, 1.630, 1.314], [2.496, 2.401, 0.171], [2.516, -2.385, -1.396], [2.030, -2.885, 0.128], [3.410, -3.720, -0.581], [1.263, -0.021, 0.206], [0.582, 0.427, -1.087], [-0.635, 1.263, -0.953], [0.599, -0.410, -2.296], [1.708, 1.569, -1.447], [0.128, -1.163, 0.578], [0.246, -2.476, -0.081], [-1.206, -0.741, 1.045], [0.755, -1.534, 2.009], [1.476, -2.449, -3.226], [0.264, -3.309, -3.324], [0.389, -4.501, -3.131], [-0.827, -2.694, -3.348], [2.173, -3.085, -3.773], [1.848, -2.408, -2.202], [1.310, -1.428, -3.568], [-3.518, -0.399, -0.363], [-4.082, 0.758, 0.400], [-3.560, 0.806, 1.536], [-4.944, 1.460, -0.053], [-4.288, -1.117, -0.647], [-2.855, -0.838, 0.382], [-3.059, 0.037, -1.250], [-0.852, 1.667, 2.374], [-0.154, 2.740, 1.653], [0.756, 3.378, 2.231], [-0.551, 2.905, 0.514], [-0.633, 0.640, 2.080], [-1.928, 1.808, 2.478], [-0.334, 1.720, 3.331], [2.880, -4.772, 1.891], [0.981, -4.829, 1.111], [0.980, -4.419, -0.363], [1.767, -5.844, -1.513], [0.497, -4.057, 1.709], [0.464, -5.768, 1.312], [1.396, -3.427, -0.540], [-0.044, -4.227, -0.686], [-1.645, -2.083, 2.850], [-2.897, -1.389, 2.581], [-3.535, -1.365, 3.864], [-4.397, -0.235, 4.196], [-4.645, -0.419, 5.698], [-1.714, -3.089, 3.266], [-1.057, -2.070, 1.932], [-1.031, -1.413, 3.452], [-2.746, -0.377, 2.204], [-3.557, -2.042, 2.009], [-3.981, 0.762, 4.050], [-5.318, -0.279, 3.614], [-5.163, -1.297, 6.084], [-5.064, 0.450, 6.205], [-3.688, -0.329, 6.213], [1.175, 3.080, -2.961], [0.628, 4.503, -2.997], [-0.020, 4.790, -1.759], [-1.196, 4.017, -1.448], [-2.445, 4.384, -2.126], [1.713, 2.788, -2.059], [0.331, 2.414, -3.140], [1.946, 2.913, -3.712], [1.439, 5.228, -2.933], [-0.006, 4.724, -3.856], [-0.850, 2.988, -1.541], [-1.255, 4.203, -0.375], [-3.289, 3.944, -1.593], [-2.404, 4.014, -3.150], [-2.630, 5.456, -2.187], [-4.454, 2.661, -3.503], [-3.537, 1.662, -2.882], [-2.214, 1.816, -3.381], [-1.324, 0.725, -3.029], [-1.588, -0.446, -3.945], [-5.518, 2.438, -3.422], [-4.264, 3.648, -3.080], [-4.246, 2.689, -4.572], [-3.580, 1.679, -1.793], [-3.881, 0.629, -2.925], [-0.250, 0.899, -3.103], [-1.485, 0.441, -1.989], [-1.049, -1.359, -3.691], [-1.310, -0.207, -4.971], [-2.637, -0.737, -3.991]], "forces_ev_per_angstrom": [[0.4874, -0.1395, -0.0163], [-0.1028, -1.4232, 0.7436], [-0.3942, 2.3643, 0.0074], [-0.2158, 0.8063, 0.1454], [0.7153, -0.9822, 0.3349], [-1.3098, 2.9291, 0.8593], [5.2316, 3.3060, -7.7542], [0.5269, -3.3055, 6.7715], [0.4431, -1.3325, -0.1162], [0.5714, -0.4833, 0.0581], [1.4065, 1.9014, 2.4146], [-0.2185, 0.8032, 0.1806], [-0.8515, -0.5859, 0.0677], [-0.0300, 0.7842, -0.4929], [0.0051, 0.1486, -0.8081], [0.5730, 0.8488, -0.0238], [0.1176, 0.2774, -0.0466], [-0.0954, -0.2721, -0.0351], [0.3073, 0.1077, -0.1765], [0.0064, -0.1717, -0.3198], [-0.9216, 0.2168, -0.1030], [-0.5008, -0.1007, -0.0653], [-0.1408, -0.5013, -0.3283], [0.2665, -0.1644, -0.3084], [1.2873, -0.1642, 0.2817], [0.7143, 0.0784, 0.4835], [2.4979, 0.5963, 1.7747], [2.7665, 1.2267, 1.0615], [0.1003, 0.3345, -0.0509], [-3.4625, -4.1805, 2.2476], [-1.8576, 6.0969, -6.6819], [5.0123, -2.8895, 3.1443], [1.3201, 0.6907, 4.8680], [-0.9663, -5.5990, 2.7704], [-1.6172, -2.7162, 3.5756], [-2.8114, 6.5983, 1.0366], [4.6892, 1.3502, -4.9825], [1.2150, 0.6670, -0.8121], [0.6426, -1.4687, -1.9636], [-1.8530, 1.1818, 2.0503], [-0.7772, 1.3994, -1.9907], [2.1476, -4.7703, 0.6547], [0.4994, 0.5565, -0.1786], [-2.0560, -0.2585, -2.0802], [0.2212, -1.1126, -0.6565], [-0.3448, -0.0400, 0.1128], [0.6530, -1.4324, 1.1052], [-2.2746, 3.1890, -2.1809], [0.1321, 0.0873, 0.5127], [-0.2957, 0.4136, -0.0217], [-0.4828, 0.0080, -1.3937], [0.1370, -0.5512, 0.3648], [1.1977, -0.0724, 2.8800], [-0.4882, 0.8494, 0.0555], [-2.2469, -0.5106, -0.8150], [1.7665, 0.3118, 3.0297], [-0.0845, 1.1369, -0.6725], [0.3494, 0.3328, -0.3678], [-0.6227, 0.0848, 0.5143], [-2.1031, -3.7204, -0.5494], [0.5619, 0.7142, -0.2825], [-0.8822, -3.3459, -0.5826], [0.6864, -0.3631, 1.8017], [-0.0078, -0.0577, -0.0665], [0.6636, -0.1194, -0.0618], [-0.7465, -4.0873, -1.5453], [-0.0910, -1.4454, -0.1028], [1.9567, -1.1619, 0.0891], [-1.5056, -0.9833, 2.2902], [-0.7850, 1.7099, 0.6917], [-0.0630, -1.6562, 0.9663], [0.5666, 1.1197, 0.7675], [-0.2294, 0.1736, 0.3128], [-1.6361, -2.5097, 2.1010], [-0.0551, -0.3221, 0.7243], [-0.1288, -1.6318, 0.6510], [-0.0994, 0.3594, -0.9600], [0.5274, -0.1491, -0.2662], [-0.1364, -0.0687, -0.1154], [0.0520, -0.1090, -0.6077], [-0.9270, 0.2435, -0.5832], [0.4956, -0.7806, -0.2445], [0.0012, 1.8813, -1.7010], [0.6951, 0.0821, 1.3770], [-0.7463, 0.4911, -0.4431], [1.7924, 1.1277, 0.8268], [-0.1517, 0.4538, -1.1441], [-0.9139, 3.4814, -1.6193], [0.5267, 0.0836, 0.0316], [-0.2208, 0.0644, -0.6717], [0.1707, 0.0110, -0.6198], [-0.0912, -0.1143, -0.1402], [-1.1036, 0.4819, -0.3947], [-0.7020, 0.4707, -0.7936], [0.1502, -0.0665, -0.0102], [-0.2247, 0.1416, 0.1555], [0.2420, 0.1882, 0.3035], [-0.4096, 0.3621, -0.6919], [0.4518, -1.0121, 0.8799], [0.5220, -0.1347, 0.2185], [-2.9047, -1.4920, -2.5250], [-0.3540, 0.7245, -1.0901], [0.0722, -0.2772, 0.3366], [-0.5046, -0.3305, -0.4608], [0.0743, 0.1356, -0.0910], [0.4861, 1.3293, 0.1648], [-0.2217, -0.3363, -1.3628], [-1.7048, 1.4556, -1.0440], [-1.2460, -0.4042, -2.0601], [-0.5261, 2.5366, -0.3721], [-0.0247, 0.3067, -0.2728], [-0.2329, 0.0943, 0.1224]], "homo_ev": -8.5, "e_tot_ha": -8497.20735, "e_above_lowest_kj_mol": 1500.4, "orbital_gap_ev": 4.308}

=====

2.
{"formula": "C3H8NS", "method": "ωB97M-V with the def2-TZVPD basis set", "species": ["C", "C", "N", "C", "S", "H", "H", "H", "H", "H", "H", "H", "H"], "xyz": [[0.346, -0.680, 1.591], [-0.631, 0.255, 0.884], [0.000, 1.614, 0.774], [-0.978, -0.257, -0.498], [0.513, -0.506, -1.608], [1.175, -0.905, 0.950], [0.822, -0.208, 2.450], [-0.151, -1.633, 1.800], [-1.419, 0.370, 1.646], [0.081, 1.765, -0.230], [0.967, 1.519, 1.061], [-1.602, 0.377, -1.123], [-1.414, -1.263, -0.461]], "forces_ev_per_angstrom": [[0.0092, -0.2381, -0.3068], [1.2147, 0.9169, 0.9593], [-0.3445, -0.2967, -0.1668], [0.5169, -1.1124, -0.9926], [-0.1041, 0.2085, 0.1865], [0.3781, -0.1881, -0.7604], [-0.5341, -0.0656, 0.5420], [0.1128, 0.0980, 0.4524], [-0.6679, -0.0864, -0.8257], [0.1514, 0.1541, 0.0022], [0.0554, 0.0583, -0.0134], [-0.4557, 0.2654, 0.6208], [-0.3322, 0.2861, 0.3023]], "homo_ev": -2.4, "e_tot_ha": -572.06345, "e_above_lowest_kj_mol": 38.9, "orbital_gap_ev": 6.597, "charge": -1}

=====

3.
{"formula": "C6H7Br2N4", "method": "ωB97M-V with the def2-TZVPD basis set", "species": ["C", "C", "C", "Br", "N", "N", "C", "C", "C", "Br", "N", "N", "H", "H", "H", "H", "H", "H", "H"], "xyz": [[-2.222, -2.848, 0.338], [-1.303, -1.729, 0.085], [-1.760, -0.278, 0.065], [-3.534, 0.327, -0.392], [-0.742, 0.531, -0.066], [0.005, 1.604, -0.003], [1.326, 1.383, -0.125], [2.286, 2.539, -0.110], [1.708, 0.042, -0.121], [3.510, -0.565, -0.200], [0.673, -0.784, -0.127], [0.017, -1.825, 0.023], [-2.076, -3.246, 1.414], [-3.305, -2.403, 0.444], [-2.001, -3.559, -0.483], [-0.340, 2.536, -0.229], [1.745, 3.371, -0.729], [3.251, 2.186, -0.621], [2.762, 2.719, 0.837]], "forces_ev_per_angstrom": [[-1.4197, 0.2574, 1.4502], [-0.3375, 2.6186, 0.8540], [1.0329, -0.1351, -0.8836], [1.0356, -0.5381, 0.5736], [1.6658, -2.9338, 0.0164], [-1.2606, 0.3318, -0.3354], [2.6807, -1.0329, 0.6339], [0.3584, -0.4713, -2.7672], [1.0142, 1.4640, -0.0740], [-0.9842, 0.0752, 0.1509], [-4.1633, 0.4474, 0.1053], [0.4743, 0.7951, -0.1442], [0.1985, 0.2003, -1.9218], [1.9695, -1.1810, -0.9568], [-0.9691, -0.1811, 0.8398], [-0.4498, -0.2765, 0.2015], [1.6434, -0.9378, 1.5780], [-1.6365, 0.6521, -0.1645], [-0.8525, 0.8456, 0.8439]], "homo_ev": -12.2, "e_tot_ha": -5599.42491, "e_above_lowest_kj_mol": 558.9, "orbital_gap_ev": 6.404, "charge": 1}

=====

4.
{"formula": "C2H3OP", "method": "ωB97M-V with the def2-TZVPD basis set", "species": ["C", "C", "O", "P", "H", "H", "H"], "xyz": [[-0.203, 0.915, -0.170], [0.382, -0.477, -0.256], [-0.810, -1.159, -0.150], [-1.763, 0.326, 0.077], [0.231, 1.903, 0.017], [1.033, -1.056, -0.752], [1.130, -0.451, 1.233]], "forces_ev_per_angstrom": [[0.2112, 0.1493, 0.1532], [-1.7791, 2.3012, 6.2171], [-1.5820, 0.3645, 0.3213], [1.7943, -1.1529, -0.5579], [0.0714, -0.5647, -0.4504], [2.8273, -0.9397, -2.3442], [-1.5430, -0.1577, -3.3391]], "homo_ev": -9.1, "e_tot_ha": -494.44731, "e_above_lowest_kj_mol": 305.1, "orbital_gap_ev": 8.667}

=====

5.
{"formula": "C4H11NP", "method": "ωB97M-V with the def2-TZVPD basis set", "species": ["C", "C", "C", "C", "N", "P", "H", "H", "H", "H", "H", "H", "H", "H", "H", "H", "H"], "xyz": [[1.699, 0.688, 0.378], [0.720, 0.679, -0.813], [0.726, -0.289, 1.140], [-0.146, -0.278, -0.071], [-0.595, -1.566, -0.886], [-2.884, 0.819, 0.312], [2.630, 0.271, 0.081], [1.928, 1.548, 0.894], [0.250, 1.681, -1.089], [1.323, 0.472, -1.742], [1.138, -1.225, 1.441], [0.352, 0.253, 1.954], [-1.465, -1.549, -1.316], [-0.522, -2.453, -0.268], [0.045, -1.756, -1.634], [-2.169, 1.890, -0.035], [-3.027, 0.816, 1.653]], "forces_ev_per_angstrom": [[-1.0846, -2.0400, -0.5270], [0.6182, 2.7837, -1.6075], [1.2471, 0.0852, -1.1204], [-1.9214, -0.4955, -1.6603], [2.9041, -1.4108, 3.5943], [-0.2522, -2.9810, -2.1879], [0.7255, -0.7044, -0.0982], [0.0250, 2.1591, 0.9819], [0.3441, -1.1991, 0.5923], [-1.1301, -0.6996, 0.5537], [0.2395, -0.7901, 0.3876], [-1.0033, 0.2766, 1.3337], [-2.5227, 0.5247, -0.4984], [-0.4834, 1.7948, -1.0239], [0.9060, 0.1166, -0.6513], [0.9985, 1.9273, 0.3145], [0.3899, 0.6522, 1.6169]], "homo_ev": [-12.6, -13.0], "e_tot_ha": -554.68321, "e_above_lowest_kj_mol": 447.7, "orbital_gap_ev": [7.751, 8.204], "charge": 1}

=====

6.
{"formula": "C8H11BrNO2", "method": "ωB97M-V with the def2-TZVPD basis set", "species": ["C", "C", "C", "O", "C", "Br", "C", "C", "C", "C", "N", "O", "H", "H", "H", "H", "H", "H", "H", "H", "H", "H", "H"], "xyz": [[1.228, 2.274, -1.286], [0.352, 1.177, -0.532], [0.402, 1.348, 1.019], [-0.916, 1.354, -1.080], [1.018, -0.156, -0.848], [2.902, -0.219, 0.294], [0.517, -1.490, -0.614], [0.886, -2.731, -1.366], [0.291, -3.888, -0.843], [-0.399, -3.300, 0.316], [-0.532, -1.967, 0.281], [-1.236, -1.248, 1.177], [1.631, 1.897, -2.242], [2.075, 2.505, -0.618], [0.581, 3.117, -1.354], [0.103, 2.288, 1.463], [-0.316, 0.502, 1.445], [1.415, 1.038, 1.438], [-1.599, 0.959, -0.514], [1.357, 0.096, -1.975], [1.503, -2.673, -2.224], [0.514, -4.982, -1.179], [-0.997, -3.677, 1.131]], "forces_ev_per_angstrom": [[0.2838, -1.3654, 1.7242], [2.0541, 1.6798, 1.6947], [-0.7240, -2.4717, 1.1595], [-1.0336, -0.4813, -0.1719], [0.3815, -0.6278, -2.8652], [0.5928, 0.0020, -0.8799], [-2.2650, -2.8114, -1.6635], [-0.7471, 1.8571, 1.2004], [0.5201, 1.2082, 1.4092], [-1.7169, -1.3130, -0.7966], [3.4080, 1.0918, 0.0368], [0.5207, -0.6836, -1.0596], [-0.4440, 0.4521, 0.2727], [-0.1964, 0.0371, -0.4668], [-0.2634, 0.8372, -0.4593], [-0.1511, 0.5521, -0.4110], [1.2405, 1.6595, -0.8381], [-1.6226, 0.9393, -0.6522], [0.4717, -0.2913, 0.0033], [-0.1489, -1.8210, 2.6000], [0.6381, 0.0137, -0.6374], [-0.7203, 2.3481, 1.0027], [-0.0781, -0.8113, -0.2020]], "homo_ev": -3.6, "e_tot_ha": -3090.59267, "e_above_lowest_kj_mol": 28.1, "orbital_gap_ev": 6.931, "charge": -1}